*A*
# C5H9NO4

C5H9NO4 in the gas phase (ωB97M-V/def2-TZVPD, the OMol25 dataset).

```
19
Properties=species:S:1:pos:R:3
N 0.828 1.527 -0.376
C 0.798 0.242 0.298
C -0.092 -0.823 -0.412
C -1.503 -0.352 -0.630
C -2.385 -0.189 0.605
O -1.898 -0.198 1.718
O -3.703 -0.039 0.352
C 2.230 -0.391 0.494
O 2.512 -1.545 0.107
O 3.171 0.444 0.898
H 0.890 2.344 0.248
H 1.349 1.549 -1.256
H 0.574 0.463 1.339
H 0.322 -1.009 -1.397
H -0.015 -1.788 0.185
H -1.437 0.586 -1.163
H -1.934 -1.072 -1.331
H -3.737 0.250 -0.556
H 4.031 0.002 0.877
```

Its spin multiplicity is 1. As for the HOMO-LUMO gap: 0.36502 Eh. The SMILES is N[C@@H](CCC(=O)O)C(=O)O.


*B*
# C5H9NO4

C5H9NO4 in the gas phase (ωB97M-V/def2-TZVPD, the OMol25 dataset).

```
19
Properties=species:S:1:pos:R:3
N -0.709 1.769 -0.018
C -0.747 0.287 0.009
C 0.296 -0.386 1.094
C 1.618 0.313 1.032
C 2.215 -0.244 -0.230
O 1.721 -1.033 -0.974
O 3.492 0.157 -0.505
C -2.147 -0.379 -0.107
O -2.526 -1.534 0.267
O -3.094 0.549 -0.570
H -0.699 2.098 -1.224
H -1.546 2.372 0.507
H -0.323 -0.085 -0.951
H -0.078 -0.287 2.036
H 0.342 -1.481 0.657
H 1.237 1.313 1.265
H 2.125 -0.070 1.881
H 3.726 0.907 0.015
H -3.970 0.194 -0.605
```

Its spin multiplicity is 1. As for the HOMO-LUMO gap: 0.37137 Eh. The SMILES is N[C@@H](CCC(=O)O)C(=O)O.


Last place for stability: *B*


*A*
# C4H4N4O

2 unconnected molecules or ions with the total composition C4H4N4O (ωB97M-V/def2-TZVPD, the OMol25 dataset).

```
13
Properties=species:S:1:pos:R:3
H -3.134 1.206 1.643
N -2.795 1.009 0.783
C -1.626 0.663 0.637
O -0.465 0.216 0.964
C -0.785 -0.040 -0.464
C -0.985 -1.431 -0.712
N -1.191 -2.481 -1.117
C -0.125 0.639 -1.514
N 0.318 1.022 -2.470
N 2.860 -0.092 0.679
H 2.062 -0.284 1.179
H 2.552 0.539 -0.002
H 3.314 -0.966 0.393
```

Its spin multiplicity is 1. As for the HOMO-LUMO gap: 0.35440 Eh. The SMILES is [H]/N=C1\OC1(C#N)C#N.N.


*B*
# C4H4N4O

A molecular structure, C4H4N4O (ωB97M-V/def2-TZVPD, the OMol25 dataset).

```
13
Properties=species:S:1:pos:R:3
C 0.889 -0.234 -0.386
C -0.822 0.710 0.734
C -1.970 -0.352 -0.418
C -0.515 -0.329 -0.147
H 1.842 -1.964 -1.315
H 3.089 -0.460 -0.832
H 2.177 1.060 0.849
H -2.918 0.511 1.265
N 1.858 -0.856 -1.110
N 1.207 0.769 0.605
N 0.118 1.383 1.319
N -2.261 0.833 0.530
O -2.695 -1.073 -1.094
```

Its spin multiplicity is 1. As for the HOMO-LUMO gap: 0.32185 Eh.


*C*
# C4H4N4O

C4H4N4O in the gas phase (ωB97M-V/def2-TZVPD, the OMol25 dataset).

```
13
Properties=species:S:1:pos:R:3
H -2.975 -1.332 0.292
N -2.775 -0.418 -0.123
C -1.500 -0.176 -0.105
N -0.698 -1.273 -0.094
C 0.550 -1.155 -0.002
C 1.298 0.195 0.002
N 2.734 0.412 0.008
O 3.198 -0.764 -0.253
C 0.443 1.186 -0.032
N -0.944 1.070 -0.270
H 1.249 -2.061 0.232
H 0.862 2.243 0.229
H -1.443 2.072 0.116
```

Its spin multiplicity is 1. As for the HOMO-LUMO gap: 0.28749 Eh. The SMILES is [H]/N=c1\ncc(N=O)c[nH]1.


*D*
# C4H4N4O

C4H4N4O in the gas phase (ωB97M-V/def2-TZVPD, the OMol25 dataset).

```
13
Properties=species:S:1:pos:R:3
H 0.282 -2.855 -1.257
N -0.436 -2.140 -1.197
C -0.128 -1.120 -0.544
O 1.080 -0.916 0.071
C 1.184 0.307 0.648
N 2.129 0.867 1.218
H 3.009 0.358 1.271
C -0.406 1.064 0.411
N -0.809 2.160 0.817
H -0.160 2.717 1.364
C -1.063 0.042 -0.399
N -2.199 0.161 -0.925
H -2.483 -0.645 -1.479
```

Its spin multiplicity is 1. As for the HOMO-LUMO gap: 0.33386 Eh. The SMILES is [H]\N=c1oc(=N\[H])/c(=N\[H])c/1=N/[H].


Last place for stability: *C*


*A*
# C3H3ClS

2 unconnected molecules or ions with the total composition C3H3ClS (ωB97M-V/def2-TZVPD, the OMol25 dataset).

```
8
Properties=species:S:1:pos:R:3
C 1.339 -0.522 -0.207
C -0.682 0.840 0.347
C 0.005 -0.325 0.099
S -3.211 1.162 -0.076
Cl -0.877 -1.818 0.004
H 1.539 -1.483 -0.592
H 2.053 0.320 -0.013
H -0.166 1.827 0.438
```

Its spin multiplicity is 1. As for the HOMO-LUMO gap (alpha / beta): 0.20046 / 0.19700 Eh.


*B*
# C3H3ClS

2 unconnected molecules or ions with the total composition C3H3ClS (ωB97M-V/def2-TZVPD, the OMol25 dataset).

```
8
Properties=species:S:1:pos:R:3
C 0.212 0.641 -0.579
C -1.492 0.494 1.286
C -0.866 1.113 0.080
S -2.835 1.005 1.963
Cl -1.521 2.675 -0.224
H 0.618 1.185 -1.440
H 0.831 -0.302 -0.355
H -1.230 -1.100 1.470
```

Its spin multiplicity is 1. As for the HOMO-LUMO gap: 0.28405 Eh.


Last place for stability: *A*


*A*
# C2F3N

2 unconnected molecules or ions with the total composition C2F3N (ωB97M-V/def2-TZVPD, the OMol25 dataset).

```
6
Properties=species:S:1:pos:R:3
C 0.111 0.715 0.005
C -0.779 -0.257 -0.040
N 0.370 -0.438 0.740
F 0.556 1.871 -0.308
F -1.898 -0.781 -0.372
F 1.786 -1.437 -0.382
```

Its spin multiplicity is 3. As for the HOMO-LUMO gap (alpha / beta): 0.29428 / 0.31612 Eh.


*B*
# C2F3N

2 unconnected molecules or ions with the total composition C2F3N (ωB97M-V/def2-TZVPD, the OMol25 dataset).

```
6
Properties=species:S:1:pos:R:3
C 1.902 0.183 0.161
C -1.846 -0.076 0.397
N 0.918 0.648 0.450
F 2.824 -0.486 -0.332
F -1.422 -1.078 -0.345
F -2.376 0.810 -0.331
```

Its spin multiplicity is 3. As for the HOMO-LUMO gap (alpha / beta): 0.29327 / 0.40377 Eh.


Last place for stability: *A*


*A*
# C3H7Br

2 unconnected molecules or ions with the total composition C3H7Br (ωB97M-V/def2-TZVPD, the OMol25 dataset).

```
11
Properties=species:S:1:pos:R:3
C -0.273 1.303 0.220
C -0.213 -1.276 0.181
C 0.409 0.075 -0.258
Br 2.299 0.021 0.008
H 0.248 1.423 1.165
H -0.125 2.273 -0.413
H -1.264 1.239 0.246
H -0.145 -1.455 1.207
H 0.272 -2.109 -0.219
H -1.240 -1.416 -0.272
H 0.032 -0.078 -1.866
```

Its spin multiplicity is 1. As for the HOMO-LUMO gap: 0.37495 Eh.


*B*
# C3H7Br

2 unconnected molecules or ions with the total composition C3H7Br (ωB97M-V/def2-TZVPD, the OMol25 dataset).

```
11
Properties=species:S:1:pos:R:3
C -1.064 -0.172 -1.038
C -0.298 -1.234 -0.787
H -1.235 0.175 -2.064
H -1.545 0.385 -0.226
H 0.183 -1.791 -1.600
H -0.127 -1.581 0.238
C 0.926 0.900 1.006
Br -0.436 0.189 2.136
H 0.478 1.513 0.205
H 1.504 0.083 0.542
H 1.616 1.532 1.589
```

Its spin multiplicity is 1. As for the HOMO-LUMO gap: 0.40426 Eh. The SMILES is C=C.CBr.


Last place for stability: *A*


*A*
# C3H5N

C3H5N in the gas phase (ωB97M-V/def2-TZVPD, the OMol25 dataset).

```
9
Properties=species:S:1:pos:R:3
C 1.115 -1.235 -1.035
C 0.314 -0.720 -0.278
C -0.705 0.028 0.482
N -0.452 1.459 0.450
H 1.913 -1.585 -1.658
H -0.717 -0.366 1.491
H -1.700 -0.245 0.039
H 0.445 1.605 0.902
H -1.122 1.933 1.058
```

Its spin multiplicity is 1. As for the HOMO-LUMO gap: 0.39098 Eh. The SMILES is C#CCN.


*B*
# C3H5N

C3H5N in the gas phase (ωB97M-V/def2-TZVPD, the OMol25 dataset).

```
9
Properties=species:S:1:pos:R:3
C -0.938 0.996 -0.028
C -0.891 -0.332 0.074
N 0.262 -1.133 0.159
C 1.436 -0.683 0.007
H -0.087 1.592 -0.316
H -1.849 1.534 0.194
H -1.810 -0.901 0.138
H 2.263 -1.147 0.536
H 1.613 0.073 -0.765
```

Its spin multiplicity is 1. As for the HOMO-LUMO gap: 0.33482 Eh. The SMILES is C=CN=C.


*C*
# C3H5N

A molecular structure, C3H5N (ωB97M-V/def2-TZVPD, the OMol25 dataset).

```
9
Properties=species:S:1:pos:R:3
C 0.076 0.112 -0.092
C 0.986 0.894 -0.748
C 0.027 -0.483 1.182
N -1.070 -0.364 -0.435
H 0.750 1.245 -1.782
H 1.891 1.232 -0.220
H -1.299 -1.374 -0.324
H 0.352 -1.522 1.405
H -0.738 -0.164 1.918
```

Its spin multiplicity is 1. As for the HOMO-LUMO gap: 0.29538 Eh.


Last place for stability: *C*